No. 1
57
Properties=species:S:1:pos:R:3:forces:R:3 method="wB97M-V/def2-TZVPD" e_tot_ha=-2298.3993 homo_ev=-8.129
H -6.3663 -0.2202 -1.2493 -0.100 -0.085 -0.058
H -8.6367 2.9926 0.6894 0.080 0.046 0.033
H -0.3805 -2.3931 3.0998 -0.039 -0.049 0.025
C 2.5049 -1.4566 1.5346 -0.210 -0.569 -0.472
O -7.1797 1.8124 -0.0016 0.044 -0.221 -0.134
C -1.2175 -0.6058 -1.2653 0.188 0.280 -0.048
H -7.2083 2.9263 1.7503 0.002 0.010 -0.039
H 1.8907 0.4507 -2.8026 -0.045 -0.028 -0.075
H 1.1348 -1.9462 3.9065 -0.011 0.001 0.120
O 1.0037 1.1330 2.1499 0.189 -0.039 -0.060
C -7.5484 2.9687 0.7105 -0.047 0.161 0.099
H 4.2042 -1.3394 0.2405 0.078 0.101 -0.049
H -0.0032 -4.0073 -1.6083 0.007 0.008 -0.044
N 2.9616 -0.4340 2.4090 -0.182 0.794 0.255
H 3.9622 -0.4212 2.5443 0.196 0.064 0.087
C -3.2041 0.7494 -0.5565 -0.617 0.117 0.096
H 1.6336 -4.4873 -2.0848 0.030 -0.049 -0.077
C -4.2476 -0.0195 -1.0660 -0.002 -0.024 -0.040
C 2.0500 0.8060 -0.6924 -0.074 0.236 -0.508
N 5.8192 2.4776 -1.5991 0.458 0.178 -0.085
C 3.2426 -1.8039 0.4107 0.017 -0.002 0.248
C -5.8581 1.5269 -0.1418 0.187 -0.148 -0.085
H -2.7052 2.5088 0.5624 0.085 0.071 0.048
C 2.5172 0.8474 -2.0202 -0.086 -0.028 0.200
H 0.8143 -5.3015 -0.7476 0.011 -0.118 0.001
H -7.1583 3.8750 0.2362 -0.001 -0.032 0.025
H 0.6184 -1.4045 -1.5024 -0.167 0.175 0.266
C 2.8781 1.3212 0.3213 -0.390 -0.157 0.682
O 6.4981 2.8764 -0.6753 0.191 0.121 0.162
H 0.2130 -0.7233 3.0569 -0.086 -0.080 0.115
H 4.1051 1.4395 -3.3264 -0.022 -0.003 -0.038
C 0.9664 -4.3423 -1.2393 -0.049 -0.100 -0.017
C -3.5061 1.9048 0.1584 0.134 -0.304 -0.167
O 3.1994 2.0070 2.8627 0.339 -0.008 -0.058
H 4.7187 2.2563 0.8296 0.093 0.039 0.002
C 4.5387 1.9156 -1.2892 -1.141 -0.521 0.434
C -5.5525 0.3684 -0.8578 -0.156 0.349 0.219
N 0.1558 -0.5285 -1.2671 0.427 0.229 -0.010
O 6.1497 2.5133 -2.7672 0.119 0.042 -0.218
S 2.4421 1.1147 2.0518 0.231 -0.053 -0.226
S -1.8659 -1.9544 -1.9590 -0.309 -0.488 -0.261
H 3.3488 -3.0038 -1.3514 0.053 -0.047 -0.105
N -1.8467 0.4485 -0.7184 0.945 0.101 0.146
C 1.5274 -3.3481 -0.2723 0.109 0.008 0.035
H 0.5875 0.2793 0.6087 -0.029 -0.316 -0.462
H -0.1378 -3.4905 1.0517 -0.142 -0.038 0.044
C 2.7606 -2.7438 -0.4839 -0.060 -0.060 0.021
C 0.8123 -3.0084 0.8726 0.114 0.070 -0.021
H -5.0057 3.1965 0.9270 -0.045 0.075 0.046
N 0.8281 0.3100 -0.3863 -0.698 -0.057 0.220
C -4.8151 2.2950 0.3673 -0.345 0.073 0.025
C 1.2778 -2.0785 1.7906 0.083 -0.073 -0.002
H -4.0409 -0.9165 -1.6233 0.003 0.027 0.004
H -1.2317 1.1637 -0.3429 -0.039 -0.129 -0.145
C 4.1039 1.8672 0.0320 0.466 0.247 -0.377
C 0.5075 -1.7702 3.0345 -0.084 0.054 0.050
C 3.7399 1.3966 -2.3116 0.298 0.149 0.175

No. 2
84
Properties=species:S:1:pos:R:3:forces:R:3 method="wB97M-V/def2-TZVPD" e_tot_ha=-3633.0831 homo_ev=-11.135
O 1.4321 -4.3020 0.2468 -0.034 0.251 -0.066
C 0.1345 0.9788 -2.4110 0.713 0.042 -0.067
C -3.5069 3.7178 0.3407 0.095 0.076 0.246
C -0.2965 -1.1255 0.4520 0.320 -0.092 0.812
O 0.9226 1.8563 -2.1962 -0.142 0.194 0.062
H 1.0787 -3.3375 2.7870 -0.481 0.026 0.254
C 1.2652 -3.3924 4.9466 0.143 -1.348 -0.443
F -3.3790 1.6484 -0.7391 0.176 -0.036 -0.091
O 0.6863 -3.0651 7.6096 -0.201 -0.012 0.222
O -0.0975 -0.0673 -1.6576 -0.374 -0.191 -0.156
F -1.7181 0.1240 -3.6515 0.043 0.053 -0.134
H 4.6978 -7.6633 1.1400 -0.023 -0.075 0.122
F 0.1409 0.4942 -4.7136 -0.014 -0.068 -0.034
H 6.1908 0.5218 -1.5568 -0.044 0.084 -0.120
H 1.0315 -1.7278 3.5619 -0.197 -0.049 0.098
F -0.9166 -6.7448 0.9200 0.095 0.079 -0.278
F 5.8974 -2.5281 0.6856 -0.085 -0.041 -0.108
C -4.1336 4.1953 3.5136 -1.090 0.831 0.064
H -5.5026 3.3477 -4.8275 -0.029 0.017 -0.036
C 5.4234 1.2980 -1.4392 0.643 -1.177 0.423
C 4.4872 -1.6273 -0.9880 0.042 -0.302 -0.501
C -0.6570 0.9295 -3.7330 -0.130 -0.131 0.200
O 4.7815 -1.9655 -2.0979 0.100 0.107 0.067
H -3.2060 5.3338 -4.3340 -0.276 0.180 0.058
H 3.8463 0.2708 -2.5626 -0.013 -0.134 0.042
H 3.2939 1.3127 -1.2235 -0.211 -0.156 -0.148
H -4.3658 3.1056 -3.5069 0.058 0.062 -0.020
C -3.7738 4.6157 -4.9220 0.182 -0.779 0.033
F -4.7407 6.4894 -8.3064 -0.001 0.049 -0.139
C 1.6611 -2.5732 7.1296 -0.103 -0.111 0.046
C 0.4321 -0.0573 -0.3168 -0.237 -0.100 0.381
H -3.0520 3.9159 -5.3428 -0.080 0.042 -0.133
H 3.3060 -5.7128 1.4976 -0.231 0.110 -0.006
H -4.4789 3.2047 3.2248 0.601 -0.258 0.159
H -1.3266 -0.8584 0.6811 -0.096 -0.009 -0.308
C -5.2291 7.1270 -7.2489 0.095 0.408 0.168
H 0.2191 -3.4785 5.2382 0.100 0.532 0.405
O 2.1120 -2.7429 5.9060 -0.051 0.623 -0.147
O -4.5944 4.0487 -0.0185 -0.233 -0.005 -0.229
H 3.2534 -8.0892 2.0691 0.025 -0.033 -0.013
O -4.3632 5.2524 -6.0744 0.384 0.160 -0.473
H -3.4811 4.2770 4.3784 0.273 -0.770 -0.128
H 2.5069 -2.6350 3.3437 0.065 0.048 0.419
C 1.4521 -2.7304 3.6157 0.646 0.196 -0.806
C 3.0615 -6.4350 0.7186 0.445 0.186 -0.495
O 4.0223 -0.4578 -0.6092 -0.069 -0.099 0.626
C 2.5568 -1.5993 7.9287 0.017 0.289 -0.021
H 5.6781 2.0615 -2.1665 -0.492 0.218 -0.010
F -2.3129 3.3057 -1.6570 -0.100 -0.069 0.031
H 1.6180 -4.4288 4.9039 0.020 0.078 -0.069
H 0.2100 -1.2040 1.4202 -0.054 -0.054 -0.051
F 3.1856 -2.2344 8.9193 -0.020 -0.059 -0.027
F -1.5172 2.3709 0.1187 -0.305 0.021 -0.062
F 1.7825 -0.6453 8.4679 0.157 -0.161 -0.093
C 4.0652 0.6245 -1.5587 0.183 0.972 -0.234
F 3.7955 -2.4215 1.1879 0.023 0.172 -0.021
O 1.6402 -6.5155 0.5369 -0.427 -0.614 0.215
C 0.9770 -5.4057 0.3218 0.129 0.073 0.181
F -6.5627 7.1511 -7.3394 -0.038 -0.101 -0.031
F 4.4620 -3.8580 -0.2691 0.273 -0.015 0.055
F -0.8477 -5.9050 -1.0821 -0.196 0.007 -0.270
C -0.5393 -5.6840 0.1880 0.155 -0.214 0.755
H 3.4835 -6.0620 -0.2139 0.034 -0.019 0.015
H -4.3536 5.5054 1.7860 0.069 0.010 -0.152
C -2.6523 2.7412 -0.4922 0.106 0.014 0.014
H -5.3942 4.5333 -3.4987 -0.122 -0.026 -0.072
H 5.5427 1.6419 -0.4112 -0.017 0.382 -0.144
O -2.8786 4.0839 1.4396 0.432 0.033 -0.077
F -1.2232 -4.6362 0.6465 -0.055 0.149 -0.252
F -1.0770 2.1514 -4.0487 -0.073 0.130 -0.114
O -4.9263 7.0631 -4.8804 0.090 0.341 0.174
F -4.7976 8.3988 -7.2656 -0.034 -0.290 -0.151
C -4.8298 3.8608 -4.1430 0.095 0.177 0.333
H 3.4240 -8.5943 0.3870 -0.243 0.217 -0.209
H -2.8289 5.6705 2.7102 0.096 0.140 -0.368
H 0.2295 0.9193 0.1104 0.141 0.111 -0.009
C -3.5728 4.9800 2.3251 -0.375 -0.203 0.852
H -0.2360 -2.1148 0.0030 -0.038 0.097 -0.194
C -4.8018 6.4830 -5.9161 -0.304 -0.266 0.323
C 4.6559 -2.6222 0.1858 -0.284 0.068 0.030
C 3.6130 -7.7826 1.0864 0.263 -0.148 0.319
H -5.0673 4.6508 3.8746 0.177 0.263 -0.269
F 3.4749 -1.0057 7.1581 -0.098 -0.062 0.180
H 1.5076 -0.2261 -0.2923 0.015 -0.036 -0.407

Here are the calculated Kohn-Sham gap numbers, same order: 0.27437; 0.42041 (hartree).